# 1
ORCA calculation (wB97M-V/def2-TZVPD) on a 8-piece molecular cluster, C20H40Cl12O2 overall in a non-equilibrium geometry.

Each line ends with the Mulliken charge.
CARTESIAN COORDINATES (ANGSTROEM)
Cl 15.5067 16.1001 9.9796  -0.185
C 16.3247 15.2595 11.3134  -0.082
C 16.9579 13.8725 11.0491  0.127
Cl 18.4788 13.9621 10.0795  -0.196
H 15.6193 15.2368 12.1441  -0.127
H 17.1481 15.8987 11.6321  0.393
H 16.2365 13.2077 10.5739  -0.219
H 17.1978 13.3635 11.9826  0.331
Cl 14.1122 14.9340 14.5440  -0.255
C 12.3966 14.6314 13.9732  0.544
C 11.8838 13.3541 14.6421  0.397
Cl 11.6382 13.6131 16.3592  -0.192
H 12.4815 14.3066 12.9362  -0.547
H 11.8250 15.5578 14.0298  0.214
H 12.5822 12.5177 14.6118  0.351
H 10.9284 13.0589 14.2083  -0.603
Cl 14.8624 9.2044 12.5283  -0.166
C 13.7357 7.7657 12.3866  -0.528
C 13.9586 6.8100 11.1810  -0.383
Cl 13.7086 7.7337 9.6676  -0.142
H 12.7590 8.2485 12.3559  0.208
H 13.8330 7.2568 13.3456  0.436
H 13.3587 5.9057 11.2828  0.359
H 15.0117 6.5535 11.2964  0.260
Cl 11.6437 16.8047 6.1032  -0.194
C 10.5303 16.2507 7.3692  -0.385
C 10.3124 14.8035 7.1428  -0.293
Cl 9.0144 14.1897 8.2850  -0.198
H 9.5726 16.7645 7.2857  0.340
H 10.8556 16.4945 8.3806  0.253
H 11.2077 14.2037 7.3068  0.087
H 10.0616 14.5867 6.1044  0.430
Cl 6.6340 12.1723 14.1203  -0.184
C 8.2351 11.7849 13.5299  0.314
C 8.8212 10.6498 14.3455  -0.270
Cl 9.1320 11.0239 16.0414  -0.165
H 8.8278 12.6995 13.5101  -0.387
H 8.0895 11.4309 12.5094  0.291
H 9.7922 10.3632 13.9417  -0.026
H 8.1924 9.7597 14.3236  0.470
Cl 17.0338 11.0779 8.3696  -0.160
C 15.4973 10.1648 7.9464  0.018
C 14.5772 10.9962 7.0658  -0.349
Cl 15.3416 11.1514 5.4531  -0.189
H 14.9668 9.8825 8.8558  -0.363
H 15.6521 9.2818 7.3265  0.478
H 14.2909 11.9703 7.4624  0.172
H 13.6095 10.5193 6.9102  0.329
C 7.6921 16.1472 12.6915  -0.444
C 7.1176 16.1556 14.1050  -0.606
C 8.2758 15.6290 14.9681  -0.072
O 9.4403 15.9969 14.2534  -0.346
C 9.1021 16.6295 13.0479  -0.393
H 7.1854 16.9058 12.0950  0.346
H 7.5578 15.1737 12.2199  0.245
H 6.1596 15.6404 14.0346  0.335
H 6.9208 17.1328 14.5459  0.263
H 8.2636 14.5397 14.9331  -0.142
H 8.3250 16.0211 15.9840  0.315
H 9.7779 16.4053 12.2225  0.179
H 9.1524 17.7170 13.1030  0.328
C 12.5006 13.0996 10.1266  -0.112
C 13.2586 11.9693 10.7663  1.030
C 12.1322 11.2244 11.5391  -0.454
O 11.1849 12.2111 11.7614  -0.421
C 11.0554 13.0712 10.6547  -0.164
H 12.5972 13.1789 9.0438  0.044
H 12.9834 13.9745 10.5621  0.063
H 14.0154 12.2658 11.4926  0.303
H 13.6764 11.3601 9.9648  -1.025
H 12.4380 10.8250 12.5061  0.124
H 11.6164 10.4387 10.9870  0.168
H 10.6588 14.0338 10.9775  0.070
H 10.4364 12.6315 9.8727  0.349

Force components x, y, z for each atom (eV/Å):
Cl 0.073 -0.404 -0.252
C 1.178 -0.305 0.754
C -0.848 0.308 -0.226
Cl -0.692 -0.001 0.270
H -0.034 -0.349 -0.121
H -0.137 0.191 -0.073
H 0.234 0.068 -0.498
H 0.183 0.446 0.138
Cl -0.674 0.109 -0.294
C 1.001 -1.395 -0.494
C -0.305 0.777 0.224
Cl -0.293 0.189 0.993
H 0.170 0.465 -0.243
H -0.086 -0.441 0.504
H 0.092 0.270 -0.573
H 0.131 0.068 -0.064
Cl -0.185 -0.910 -0.431
C -0.533 0.381 -0.013
C 1.017 1.588 1.614
Cl -0.143 -0.717 0.245
H -0.046 -0.264 -0.100
H 0.061 -0.202 -0.228
H -0.239 0.322 -0.347
H 0.006 -0.272 -0.708
Cl 0.127 0.274 0.218
C -0.792 0.637 0.324
C 0.002 -1.413 0.149
Cl 0.476 0.372 -0.826
H 0.101 0.153 -0.413
H 0.593 -0.156 -0.208
H -0.019 0.119 0.411
H -0.603 0.140 0.200
Cl -0.884 0.421 0.298
C 0.230 -0.531 -0.168
C 0.564 -0.320 -0.437
Cl -0.086 0.277 0.330
H 0.108 -0.209 0.144
H 0.253 0.046 -0.022
H -0.023 0.115 -0.214
H -0.164 0.231 -0.077
Cl -1.141 -0.850 -0.274
C -0.522 0.654 -0.367
C -0.125 0.290 0.030
Cl -0.277 0.304 0.074
H 0.430 0.141 0.095
H 0.852 -0.120 0.503
H 0.644 0.209 -0.050
H 0.195 -0.527 -0.002
C 0.003 1.794 0.947
C -0.555 0.000 0.456
C -0.780 -1.162 -0.891
O 1.181 0.422 -0.159
C -0.277 -0.401 -1.665
H -0.027 -0.144 -0.246
H 0.509 -0.045 0.067
H 0.165 -0.442 0.898
H -0.202 0.442 -0.776
H -0.086 -0.186 0.698
H -0.134 -0.110 -0.074
H 0.590 -0.503 0.295
H -0.329 0.229 0.412
C 0.496 2.286 0.459
C -0.773 -1.908 -0.120
C 0.464 -0.071 -0.506
O -1.677 0.972 1.700
C 1.181 -1.062 -0.687
H -0.084 -0.164 0.051
H -0.118 0.561 -0.495
H 0.096 0.135 -0.318
H 0.378 -0.269 0.430
H 0.098 0.037 -0.036
H 0.452 -0.447 -0.443
H -0.009 -0.117 -0.010
H -0.429 -0.029 0.216

energy relative to the best compared isomer or geometry (same formula, charge and spin)	0.0	kcal/mol
net charge	0
HOMO level	-9.78	eV
orbital gap	9.92	eV
SMILES	C1CCOC1.C1CCOC1.ClCCCl.ClCCCl.ClCCCl.ClCCCl.ClCCCl.ClCCCl
spin multiplicity	1

***

# 2
ORCA calculation (wB97M-V/def2-TZVPD) on C20H40Cl4F12O18P2V as an isolated structure in a non-equilibrium geometry.

Each line ends with the Löwdin spin population.
CARTESIAN COORDINATES (ANGSTROEM)
V -1.5257 1.4794 -3.1461  2.855
P -0.5802 -0.1482 0.1067  0.000
F -1.5010 -1.4486 0.2619  0.000
F -1.2075 0.3630 -1.2823  0.014
F -1.6479 0.5871 1.0632  0.000
F 0.3813 1.1433 0.0746  0.000
F 0.2755 -0.6853 1.4427  0.000
F 0.5160 -1.0187 -0.7584  0.000
P -1.8533 -0.5134 -5.5494  0.001
F -0.4352 0.2912 -5.5788  0.008
F -2.4950 0.9029 -5.0354  0.025
F -1.9771 -0.1352 -7.1200  0.000
F -3.3148 -1.1257 -5.5938  0.000
F -1.0983 -1.8623 -5.9484  0.000
F -1.4983 -0.8149 -3.9495  0.007
C 2.4845 3.0617 -2.4247  0.000
O 2.8541 1.9314 -3.2023  0.001
C 1.9424 1.0226 -3.4925  0.003
O 0.7659 1.1418 -3.2216  0.020
O 2.5570 0.0256 -4.0683  0.001
C 1.8622 -1.2300 -4.2074  0.000
H 1.6200 2.8992 -1.7811  0.000
H 2.2734 3.9702 -2.9899  0.000
H 3.3346 3.2617 -1.7748  0.000
H 2.2003 -1.8542 -3.3822  0.000
H 2.2088 -1.6863 -5.1315  0.000
H 0.7886 -1.0826 -4.2554  0.000
C -3.3831 3.5177 -0.1089  0.000
O -2.1316 4.1906 0.0844  0.003
C -1.1186 3.7839 -0.6706  0.005
O -1.1830 2.9393 -1.5258  0.029
O 0.0150 4.3443 -0.3531  0.002
C 0.0566 5.4509 0.5297  0.000
H -3.3078 2.5371 0.3582  0.000
H -3.5834 3.3120 -1.1629  0.001
H -4.2033 4.1364 0.2379  0.000
H 1.0510 5.8681 0.6500  0.000
H -0.2687 5.1582 1.5316  0.000
H -0.6366 6.2600 0.2945  0.000
C 3.5296 1.3300 0.6762  0.000
O 4.3061 2.4968 0.9640  0.000
C 5.6269 2.3454 1.1258  0.000
O 6.2259 1.2907 1.0724  0.000
O 6.1484 3.5043 1.3861  0.000
C 7.5504 3.7202 1.3069  0.000
H 4.0179 0.5554 0.1016  0.000
H 2.7069 1.7018 0.0629  0.000
H 3.0417 0.9818 1.5812  0.000
H 7.8164 4.7643 1.4336  0.000
H 7.9175 3.3443 0.3530  0.000
H 8.0039 3.1496 2.1185  0.000
C -4.8300 -0.0943 -0.0540  0.000
O -5.3192 -0.1975 -1.4210  0.002
C -4.5657 0.2361 -2.4016  0.004
O -3.4607 0.7478 -2.2675  0.015
O -5.0694 0.0597 -3.5886  0.002
C -6.4013 -0.3477 -3.8947  0.000
H -3.7783 0.1634 0.0038  0.000
H -4.9910 -1.0867 0.3592  0.000
H -5.4553 0.6104 0.4892  0.000
H -6.9808 0.5170 -4.2172  0.000
H -6.9292 -0.8133 -3.0665  0.000
H -6.3252 -1.0208 -4.7441  0.000
C -0.1238 2.0827 3.6135  0.000
O 0.2107 0.9829 4.4231  0.000
C 1.5312 0.8021 4.6872  0.000
O 2.4284 1.5157 4.3473  0.000
O 1.5909 -0.3312 5.3564  0.000
C 2.8430 -0.9380 5.6517  0.000
H -0.1357 3.0253 4.1624  0.000
H -1.1196 1.8817 3.2139  0.000
H 0.5000 2.1217 2.7165  0.000
H 3.6709 -0.2528 5.8232  0.000
H 3.0392 -1.6467 4.8482  0.000
H 2.7437 -1.5078 6.5743  0.000
C -1.9819 -7.8770 1.8936  0.000
O -0.9379 -7.1879 1.2242  0.000
C -0.9711 -5.8580 1.3389  0.000
O -1.6594 -5.2164 2.0873  0.000
O -0.0675 -5.3639 0.4942  0.000
C -0.3062 -4.0677 -0.0017  0.000
H -2.9072 -7.3061 1.8911  0.000
H -1.7377 -8.2035 2.9061  0.000
H -2.1484 -8.8271 1.3847  0.000
H -1.3837 -3.9027 -0.0510  0.000
H 0.1035 -3.9651 -1.0048  0.000
H 0.1074 -3.2979 0.6469  0.000
C -1.5095 -2.0989 3.4455  0.000
Cl -3.2700 -2.1062 3.4560  0.000
Cl -0.7869 -2.8386 4.8803  0.000
H -1.1570 -2.6081 2.5586  0.000
H -1.1919 -1.0690 3.5604  0.000
C 2.5591 -2.7381 1.5346  0.000
Cl 3.1937 -4.3969 1.6524  0.000
Cl 3.9073 -1.5453 1.4323  0.000
H 2.0443 -2.6687 0.5860  0.000
H 1.8996 -2.5250 2.3675  0.000

Force components x, y, z for each atom (eV/Å):
V 0.589 -1.813 1.425
P 3.464 -2.146 2.511
F -0.492 0.102 -1.160
F -1.004 -0.200 -0.361
F -0.013 0.910 -0.671
F -0.318 0.240 0.078
F -0.647 0.705 -0.279
F -0.644 0.495 -0.248
P 2.096 -0.849 -2.881
F 0.314 0.272 0.221
F -0.706 1.353 0.303
F -0.622 0.345 0.675
F 0.475 -0.330 0.975
F -0.572 -0.174 0.545
F -1.123 0.244 0.011
C -0.134 0.587 0.964
O 0.106 0.358 -0.150
C 0.694 0.336 0.178
O -1.412 0.072 -0.057
O -0.285 -0.139 -0.125
C 0.117 -0.251 -0.141
H 0.024 -0.431 -0.168
H 0.135 -0.295 -0.552
H 0.051 0.001 -0.083
H -0.340 -0.002 0.104
H -0.003 0.205 -0.057
H 0.170 -0.107 0.231
C -0.158 -0.770 -0.756
O -0.080 0.195 -0.346
C -0.363 0.430 1.309
O -0.367 -0.483 -1.568
O 0.758 0.303 -0.719
C -0.803 0.796 1.862
H -0.239 0.150 0.347
H 0.279 0.221 -0.056
H 0.314 0.084 0.490
H 0.225 -0.470 -0.625
H 0.157 -0.339 -0.064
H 0.067 -0.170 -0.687
C -1.263 0.811 -0.352
O 0.582 0.187 -0.163
C -0.199 -2.236 -0.017
O -0.225 0.579 -0.188
O -0.203 2.592 0.044
C 0.421 -1.372 0.317
H 0.527 0.149 0.276
H 0.078 0.030 -0.048
H 0.446 -0.252 0.148
H -0.615 0.133 -0.055
H 0.108 0.038 0.016
H 0.278 0.004 -0.144
C -0.240 -0.542 0.090
O 0.172 0.313 0.292
C -0.127 -0.148 -0.143
O 0.116 0.616 -0.080
O 0.325 0.387 -0.487
C -0.608 -0.119 -0.087
H -0.011 0.026 -0.194
H 0.137 0.048 0.117
H 0.019 0.133 -0.166
H 0.195 0.158 0.079
H 0.299 -0.115 0.084
H 0.089 -0.115 0.126
C -0.442 0.206 -1.047
O 0.576 -0.206 0.397
C -0.884 -0.187 -0.361
O 0.230 0.222 -0.066
O -0.058 -0.239 0.687
C 0.296 -0.445 0.082
H 0.237 -0.057 0.014
H -0.073 -0.018 0.366
H 0.318 0.205 0.298
H -0.183 0.313 -0.464
H 0.383 0.127 -0.029
H -0.409 0.037 -0.039
C -0.515 -0.959 0.283
O -0.137 -0.073 0.090
C 0.511 0.230 0.136
O -0.256 -0.056 -0.204
O 0.286 -0.870 -0.354
C -0.741 0.865 0.180
H 0.090 0.096 0.087
H 0.281 0.654 0.144
H 0.113 0.245 -0.456
H 0.074 0.121 -0.051
H 0.204 -0.261 0.124
H 0.013 -0.107 0.001
C 0.375 0.529 0.482
Cl -0.302 -0.138 0.007
Cl -0.070 -0.523 0.136
H -0.029 0.074 0.025
H -0.021 0.021 -0.656
C 0.742 0.029 -0.593
Cl -0.160 0.171 0.171
Cl -0.550 -0.931 0.479
H -0.090 0.106 0.099
H 0.179 0.079 0.090

energy relative to the best compared isomer or geometry (same formula, charge and spin)	0.0	kcal/mol
net charge	0
HOMO level (alpha / beta)	-10.04 / -10.04	eV
orbital gap (alpha / beta)	9.45 / 9.15	eV
spin multiplicity	4

***

# 3
ORCA calculation (wB97M-V/def2-TZVPD) on a 8-piece molecular cluster, C20H40Cl8O12 overall in a non-equilibrium geometry.

Each line ends with the Mulliken charge.
CARTESIAN COORDINATES (ANGSTROEM)
C 20.9008 -16.9499 -9.5265  -1.082
C 22.2224 -17.2406 -8.7060  -0.265
O 23.0728 -16.0823 -9.0575  -0.233
C 24.2190 -15.8125 -8.3614  0.695
O 24.4620 -16.2844 -7.2020  -0.604
O 24.8712 -14.7978 -8.9451  -0.315
C 26.0461 -14.0163 -8.4995  -0.665
H 20.5425 -15.9698 -9.2119  0.308
H 20.2257 -17.7956 -9.3958  0.377
H 21.2274 -16.8064 -10.5565  0.295
H 22.7227 -18.1563 -9.0209  0.314
H 21.9448 -17.2140 -7.6523  0.295
H 26.9670 -14.4873 -8.8434  0.283
H 26.1120 -14.0034 -7.4116  0.311
H 26.2388 -12.9943 -8.8256  0.287
C 16.5599 -15.8661 -12.9426  -0.973
C 17.4304 -16.7749 -13.8708  -0.389
O 18.1220 -16.0299 -14.8992  -0.336
C 19.3800 -16.3112 -15.1677  0.866
O 19.8889 -17.3576 -14.8410  -0.591
O 19.8907 -15.2516 -15.7495  -0.329
C 21.1887 -15.3528 -16.0818  -0.601
H 17.1318 -15.0296 -12.5409  0.292
H 16.3070 -16.6013 -12.1786  0.316
H 15.6424 -15.5147 -13.4146  0.296
H 16.8702 -17.5209 -14.4345  0.296
H 18.0634 -17.4618 -13.3089  0.375
H 21.5106 -14.4224 -16.5496  0.215
H 21.3224 -16.1731 -16.7871  0.271
H 21.8012 -15.6411 -15.2276  0.290
C 24.3930 -24.2533 -14.4318  -1.159
C 22.9123 -23.7481 -14.2542  -0.167
O 22.1243 -24.9142 -14.3430  -0.265
C 21.3251 -25.2088 -15.3576  0.692
O 21.5110 -24.7859 -16.4894  -0.593
O 20.4352 -26.1018 -14.9961  -0.288
C 19.5700 -26.8103 -15.9149  -0.637
H 24.6595 -24.3213 -15.4865  0.337
H 24.5627 -25.2951 -14.1598  0.314
H 25.0675 -23.5079 -14.0103  0.364
H 22.6461 -22.8766 -14.8524  0.371
H 22.7791 -23.4507 -13.2140  0.215
H 18.9901 -26.1817 -16.5907  0.294
H 18.9596 -27.4108 -15.2405  0.215
H 20.2016 -27.4814 -16.4969  0.313
C 12.4003 -23.7135 -4.0234  -1.174
C 11.4389 -22.9106 -4.8873  -0.159
O 12.2902 -22.5218 -6.0026  -0.222
C 11.7939 -21.7900 -7.0526  0.686
O 10.7198 -21.1823 -7.1332  -0.579
O 12.7658 -21.5784 -8.0041  -0.286
C 12.6680 -20.4603 -8.8828  -0.671
H 13.2468 -23.0890 -3.7380  0.300
H 12.8386 -24.4690 -4.6756  0.288
H 12.0363 -24.1905 -3.1134  0.382
H 10.9400 -22.0952 -4.3636  0.327
H 10.6770 -23.6198 -5.2110  0.275
H 11.6167 -20.1950 -8.9943  0.330
H 13.1778 -20.4908 -9.8458  0.224
H 13.1991 -19.6704 -8.3517  0.279
C 18.1217 -19.7646 -19.1641  -0.148
Cl 18.1970 -21.4663 -19.7652  -0.153
Cl 19.6384 -18.9471 -19.6536  -0.158
H 17.3465 -19.1338 -19.5991  0.280
H 18.0543 -19.7940 -18.0766  0.176
C 17.8821 -21.9610 -12.3415  -0.282
Cl 19.3804 -21.8012 -11.4362  -0.128
Cl 18.0570 -21.8302 -14.1156  -0.133
H 17.4658 -22.9616 -12.2254  0.279
H 17.0848 -21.2649 -12.0806  0.266
C 21.6999 -26.6328 -10.0281  -0.132
Cl 23.5198 -26.6937 -10.1114  -0.175
Cl 21.1021 -27.4653 -8.6234  -0.150
H 21.3749 -25.5940 -10.0870  0.234
H 21.3988 -27.2366 -10.8842  0.215
C 14.4192 -25.4663 -9.2639  -0.084
Cl 16.1163 -25.7650 -9.0756  -0.143
Cl 13.9387 -25.0426 -10.9181  -0.164
H 13.8093 -26.3306 -9.0012  0.278
H 14.2723 -24.6459 -8.5614  0.115

Force components x, y, z for each atom (eV/Å):
C 2.294 -0.115 0.430
C -1.033 1.508 -0.759
O 1.453 -0.177 0.240
C -0.336 -0.425 4.975
O -0.414 1.333 -4.517
O 0.107 0.951 -1.268
C 0.690 -1.875 1.378
H -0.448 -0.329 0.252
H -0.220 0.355 -0.125
H -0.351 -0.375 -0.181
H -0.038 0.083 0.224
H 0.627 -0.162 0.055
H -0.258 -0.660 -0.068
H -0.322 -0.167 0.005
H -1.759 0.048 -0.657
C 0.825 -1.407 -1.040
C -0.568 -0.239 -0.566
O -1.170 0.813 0.789
C -0.971 -1.181 1.468
O 0.859 0.525 -0.623
O -2.247 0.572 0.358
C 3.150 -0.815 -1.160
H -0.026 -0.182 0.060
H -0.293 0.483 0.473
H 0.189 0.025 -0.087
H -0.807 0.265 0.079
H 0.742 0.769 0.174
H -0.005 -0.072 0.245
H 0.162 0.025 -0.311
H 0.160 0.392 0.136
C -0.677 1.044 -1.225
C 2.183 -0.839 0.780
O -1.793 -0.673 0.763
C 1.389 0.791 -2.719
O -0.762 -0.258 0.921
O -0.781 -0.288 0.955
C 0.985 -0.127 0.170
H -0.254 0.437 -0.322
H -0.247 0.327 1.038
H 0.199 -0.424 0.334
H -0.191 -0.556 -0.559
H 0.067 0.123 0.036
H 0.121 0.216 0.321
H -0.172 0.203 -0.281
H -0.100 0.033 -0.161
C 0.923 0.308 -0.186
C -0.008 -1.063 0.220
O -0.781 0.882 -1.797
C -1.048 2.926 -0.282
O 1.934 -2.178 0.860
O 0.329 -2.160 0.943
C -0.644 1.288 1.067
H -0.033 0.152 0.135
H -0.103 -0.244 0.138
H -0.503 0.179 -0.243
H 0.348 0.331 -0.375
H -0.198 0.328 -0.446
H 0.163 0.086 -0.193
H -0.092 -1.276 0.136
H -0.269 0.392 0.004
C 0.800 -0.111 -0.238
Cl -0.533 0.874 0.260
Cl -0.163 0.008 0.325
H -0.197 -0.746 -0.070
H 0.105 -0.010 -0.251
C -0.986 -0.763 -0.742
Cl -0.317 0.180 -0.141
Cl 0.321 0.214 0.129
H 0.365 0.072 0.394
H 0.630 0.265 0.362
C 1.006 -0.527 -0.941
Cl -0.716 0.280 0.144
Cl -0.231 0.071 0.550
H 0.078 -0.281 0.164
H -0.147 0.483 0.038
C -0.707 0.322 0.457
Cl 0.894 -0.558 -0.207
Cl 0.125 0.193 0.122
H 0.375 0.064 0.102
H -0.682 0.045 -0.470

energy relative to the best compared isomer or geometry (same formula, charge and spin)	61.0	kcal/mol
net charge	0
HOMO level	-10.25	eV
orbital gap	10.30	eV
SMILES	CCOC(=O)OC.CCOC(=O)OC.CCOC(=O)OC.CCOC(=O)OC.ClCCl.ClCCl.ClCCl.ClCCl
spin multiplicity	1